The following is a quantum chemistry calculation of 10 unconnected molecules or ions with the total composition C72H160N4O22 at a distorted geometry, from OMol25.

Calculated values
HOMO level: -8.122 eV
HOMO-LUMO gap: 8.6 eV
SMILES: CC1(C)CCCC(C)(C)N1O.CC1(C)CCCC(C)(C)N1O.CC1(C)CCCC(C)(C)N1O.CC1(C)CCCC(C)(C)N1O.COCCOCCOC.COCCOCCOC.COCCOCCOC.COCCOCCOC.COCCOCCOC.COCCOCCOC
relative energy (zero: lowest compared OMol25 entry of this formula, charge and spin): 0.00 kJ/mol

Each line ends with the Löwdin charge.
Element x y z (Å)
C 13.217 15.537 16.653  -0.204
O 11.154 22.621 18.861  -0.043
H 17.181 30.162 14.615  0.139
O 17.840 16.377 24.617  -0.182
C 13.738 18.853 23.101  -0.214
H 18.897 28.337 15.192  0.052
C 15.033 15.244 15.203  -0.168
H 17.367 23.644 15.167  0.104
H 14.492 16.564 20.468  0.062
O 17.075 23.598 13.177  -0.216
H 22.506 20.761 17.909  0.060
C 23.684 19.562 15.037  -0.192
H 12.890 19.705 11.303  0.095
C 15.183 27.468 17.114  -0.236
H 9.760 18.719 16.943  0.121
H 15.293 17.760 18.646  0.088
C 22.568 19.504 14.018  -0.212
H 19.540 25.420 17.289  0.092
C 19.615 27.692 14.727  -0.027
H 19.068 21.985 23.343  0.084
H 15.145 27.928 18.074  0.118
H 20.356 18.950 20.030  0.112
H 12.700 19.118 23.334  0.130
H 17.319 18.306 15.973  0.079
H 17.750 19.451 13.374  0.058
H 9.267 20.247 16.189  0.118
H 11.675 15.188 17.988  0.116
H 18.456 23.051 11.865  0.057
H 14.494 21.246 22.510  0.082
C 19.552 21.493 17.412  -0.042
C 23.804 25.671 14.859  -0.032
H 21.898 23.777 15.725  0.044
C 13.813 17.369 23.061  -0.189
H 15.394 24.346 15.822  0.094
H 23.625 21.578 16.841  0.088
H 23.870 26.357 17.648  0.112
H 16.517 25.983 18.812  0.098
H 12.305 19.193 18.297  0.051
N 15.476 20.170 11.658  -0.072
C 14.988 19.674 14.163  -0.019
C 16.969 30.341 15.696  -0.171
C 20.410 26.901 15.775  -0.491
H 19.088 23.201 13.551  0.090
H 13.139 14.211 18.347  0.151
H 8.387 20.918 18.361  0.062
H 13.643 14.961 20.579  0.099
H 23.076 21.989 14.183  0.128
H 22.994 24.119 17.013  0.089
H 19.470 24.899 15.611  0.084
H 19.150 17.898 24.574  0.087
O 14.614 25.198 14.109  -0.111
O 15.191 17.013 23.085  -0.171
H 16.831 19.034 20.671  0.060
C 14.146 20.697 21.613  -0.118
H 14.676 16.235 14.829  0.112
H 13.431 22.047 18.121  0.080
H 23.100 21.343 11.827  0.126
C 16.903 19.878 11.439  -0.519
H 15.414 28.279 15.067  0.127
H 10.934 23.922 16.037  0.089
H 18.076 31.349 17.328  0.124
H 8.719 19.517 19.119  0.077
H 12.529 15.001 15.925  0.148
C 20.126 22.443 21.149  -0.220
H 20.309 28.311 14.007  0.130
C 16.812 24.174 14.376  -0.235
C 18.048 13.396 15.668  -0.153
H 16.921 24.795 17.543  0.071
H 17.246 14.598 23.914  0.122
C 18.408 23.607 12.779  -0.079
H 20.324 21.242 18.094  0.058
H 18.705 24.676 12.653  0.108
H 21.289 22.552 14.124  0.134
H 19.119 26.945 14.060  0.079
C 22.523 18.668 20.007  -0.229
C 18.324 17.527 23.969  -0.135
C 16.557 15.015 15.140  -0.200
H 18.460 26.208 16.191  0.048
H 22.132 22.373 21.183  0.125
C 16.223 25.574 17.837  -0.102
H 16.305 16.426 11.778  0.104
H 19.420 19.771 15.440  0.121
H 17.398 16.636 17.825  0.123
C 19.454 25.819 16.233  -0.049
H 21.431 21.021 22.150  0.137
H 16.632 20.725 9.411  0.116
C 19.192 19.367 16.457  -0.114
H 18.959 17.269 18.224  0.118
H 20.117 32.097 17.101  0.090
H 20.835 31.026 15.918  0.058
H 17.488 21.688 22.661  0.094
H 17.093 15.455 16.003  0.099
C 14.119 15.706 19.923  -0.105
C 11.945 22.043 16.691  -0.461
C 16.993 15.637 23.721  -0.183
O 14.557 15.113 16.524  -0.137
H 17.487 18.208 23.841  0.074
H 22.770 19.047 19.016  0.103
H 16.421 18.153 10.272  0.096
H 13.303 23.114 12.740  0.103
C 18.003 17.585 17.781  -0.124
H 14.115 19.432 14.763  0.061
C 10.111 19.742 16.687  -0.111
C 10.521 20.398 18.063  -0.468
C 18.220 30.833 16.385  -0.229
H 20.045 22.923 20.126  0.147
H 17.978 18.022 11.019  0.115
C 14.466 24.998 12.679  -0.134
C 21.291 19.344 20.439  -0.164
H 12.123 19.212 15.949  0.079
H 14.912 15.202 19.408  0.083
H 12.076 20.236 19.675  0.071
H 14.210 26.944 16.865  0.148
C 21.879 27.238 17.877  -0.192
H 20.694 32.710 15.554  0.094
H 15.322 19.517 18.712  0.074
C 16.279 17.422 12.211  -0.168
H 21.152 28.795 16.355  0.120
O 15.297 21.567 11.882  -0.057
H 21.463 23.671 10.202  0.117
C 14.639 19.440 12.693  -0.427
H 14.682 14.460 14.546  0.125
H 17.561 21.479 15.531  0.070
H 14.222 17.224 12.942  0.104
C 10.942 24.154 12.263  -0.086
C 21.338 21.659 21.261  -0.206
H 21.943 21.135 16.177  0.072
H 17.467 21.113 13.105  0.053
H 14.854 20.985 20.761  0.104
H 19.957 28.045 17.568  0.124
H 15.366 24.613 12.294  0.096
H 16.921 15.420 14.175  0.118
C 16.960 18.354 11.150  -0.120
C 22.069 21.814 13.677  -0.192
H 21.992 18.570 14.128  0.137
C 22.802 20.838 16.858  -0.079
C 11.264 19.795 15.627  -0.171
O 23.211 19.494 16.420  -0.199
C 17.792 20.207 12.615  -0.020
O 23.570 18.841 20.922  -0.177
H 18.422 20.510 9.959  0.076
C 11.574 21.287 15.410  -0.150
H 21.481 21.944 9.550  0.069
C 24.865 19.008 20.347  -0.092
C 12.755 15.246 18.052  -0.224
H 14.144 25.956 12.171  0.154
O 18.937 21.702 21.270  -0.210
O 16.870 13.661 15.011  -0.165
C 13.317 21.634 17.137  -0.029
H 13.421 23.998 11.211  0.131
C 13.133 19.740 12.389  -0.038
H 13.241 16.986 22.200  0.125
H 13.160 21.147 21.439  0.075
H 15.469 16.283 25.009  0.134
H 14.282 17.777 11.298  0.110
H 10.323 24.802 11.685  0.075
H 10.725 21.744 14.889  0.117
H 21.766 26.111 13.258  0.100
H 23.986 26.629 14.396  0.082
H 12.497 19.043 12.941  0.068
C 13.317 24.112 12.287  -0.225
H 22.303 17.589 19.957  0.139
C 15.319 24.203 14.742  -0.212
C 23.083 26.827 17.070  -0.117
H 21.328 24.609 17.196  0.059
C 20.179 31.860 16.032  -0.117
H 22.208 27.951 18.695  0.131
C 18.540 21.396 22.610  -0.052
H 14.810 15.069 23.767  0.153
H 16.693 17.397 20.353  0.072
N 21.687 26.548 15.101  -0.103
H 10.859 19.412 14.659  0.111
H 19.092 22.422 17.686  0.075
H 24.313 18.683 14.842  0.123
H 12.613 23.763 15.594  0.047
H 14.835 23.192 14.544  0.126
N 10.828 21.815 17.731  -0.081
H 18.872 20.331 12.308  0.112
C 20.849 27.867 16.930  -0.123
H 16.487 20.450 16.486  0.042
O 21.291 25.720 13.996  -0.052
H 25.046 18.284 19.536  0.090
O 16.281 26.670 16.950  -0.199
C 17.282 18.281 20.083  -0.026
O 18.896 31.663 15.457  -0.158
H 23.038 19.371 12.996  0.133
C 15.333 28.597 16.091  -0.167
H 17.154 25.254 14.449  0.143
C 18.317 18.125 16.381  -0.175
H 23.462 27.763 16.726  0.106
H 20.187 19.176 16.918  0.131
C 11.921 23.605 16.396  -0.004
H 14.449 19.308 23.851  0.147
H 14.508 29.276 16.308  0.127
C 21.027 22.593 10.251  -0.152
H 15.727 18.937 14.512  0.062
C 9.197 20.463 18.874  -0.063
H 21.341 26.398 18.351  0.101
H 15.650 18.733 17.149  0.077
C 22.133 24.524 16.457  -0.015
C 18.508 20.463 17.263  -0.503
H 24.428 20.404 14.996  0.126
H 21.244 19.181 21.514  0.121
H 17.287 15.892 22.692  0.116
C 15.806 18.672 18.250  -0.021
H 17.822 21.312 19.784  0.083
H 14.132 22.101 16.562  0.076
H 18.704 17.413 22.886  0.098
H 13.197 16.620 16.485  0.123
H 18.182 12.301 15.651  0.097
C 17.402 20.709 10.259  -0.028
H 24.748 25.337 15.313  0.089
O 12.144 24.860 12.530  -0.185
H 22.802 23.038 12.014  0.129
H 15.182 25.143 17.911  0.102
H 18.830 29.950 16.698  0.107
H 16.932 21.987 17.100  0.091
H 16.844 17.462 13.194  0.099
O 17.230 20.915 19.113  -0.050
H 18.265 18.037 20.515  0.071
C 17.326 21.112 16.522  -0.014
H 11.071 18.786 19.441  0.083
H 16.236 31.114 15.652  0.114
H 9.280 20.960 19.854  0.083
H 17.310 21.752 10.655  0.070
O 13.210 16.194 18.964  -0.184
H 10.336 23.083 19.074  0.101
H 13.424 20.553 17.127  0.062
H 10.472 23.908 13.218  0.079
H 13.445 16.974 24.015  0.125
H 18.721 20.375 22.871  0.068
H 12.339 24.193 17.204  0.071
H 23.548 24.975 14.018  0.081
C 22.674 25.848 15.867  -0.492
C 22.305 22.035 12.194  -0.163
C 11.545 19.620 18.928  -0.009
H 19.939 22.738 9.987  0.092
H 18.073 13.738 16.734  0.095
O 21.008 22.032 11.506  -0.205
O 21.403 20.757 20.189  -0.148
O 21.588 20.509 14.038  -0.170
H 20.138 23.275 21.908  0.141
H 24.984 20.040 19.991  0.085
H 18.944 13.919 15.290  0.090
N 18.028 19.913 18.546  -0.046
O 14.129 19.316 21.838  -0.195
H 12.459 21.429 14.754  0.098
C 15.527 15.961 23.952  -0.197
H 15.208 20.748 14.416  0.086
C 17.255 18.649 18.584  -0.498
H 18.733 17.353 15.691  0.116
H 20.006 21.743 16.444  0.084
C 14.807 17.886 12.246  -0.122
H 15.767 21.812 12.720  0.063
H 11.142 23.291 11.657  0.078
O 16.588 29.157 16.422  -0.154
H 25.641 18.870 21.143  0.095
H 12.798 20.759 12.717  0.063